Here is 7 unconnected molecules or ions with the total composition C33H84N4O11 in a non-equilibrium geometry from the Open Molecules 2025 dataset. Energies are from ωB97M-V with the def2-TZVPD basis set.

XYZ file:
```
132
Properties=species:S:1:pos:R:3:forces:R:3
C -1.97908 -1.80717 -1.68614 0.4 0.7 -0.4
O -1.65065 -0.43644 -1.84873 0.7 0.1 -0.3
C -1.17034 0.12305 -0.65972 -0.6 0.5 1.8
C -0.57066 1.53656 -0.78604 0.0 -1.8 0.6
N 0.68749 1.50443 -1.52965 -0.3 -0.5 -0.4
C 1.88637 1.36356 -0.69223 -0.5 0.6 -0.6
C 3.09187 1.37702 -1.64211 0.2 -0.6 1.3
O 4.20933 1.80157 -0.87908 0.0 -0.6 0.0
C 5.42219 1.87401 -1.56012 1.2 2.1 0.1
H -2.43023 -2.08796 -2.63605 -0.2 -0.3 0.2
H -2.65988 -1.92120 -0.83709 -0.1 -0.3 -0.1
H -1.05485 -2.37597 -1.53580 -0.2 -0.2 0.2
H -0.44552 -0.46878 -0.07658 0.3 -0.6 -0.8
H -2.01904 0.13455 0.04791 -0.1 0.4 0.0
H -0.25690 1.75212 0.24033 -0.7 0.6 0.1
H -1.38361 2.17444 -1.13414 0.5 0.5 -0.2
H 0.61856 0.67888 -2.12187 0.2 0.3 -0.3
H 1.97043 0.45113 -0.08519 -0.3 -0.2 -0.1
H 1.83139 2.16888 0.04335 0.6 0.3 -0.3
H 2.97419 1.96309 -2.55144 -0.2 0.3 0.1
H 3.19132 0.31221 -1.89198 0.4 0.1 -0.5
H 6.13643 2.37147 -0.89375 -0.1 -0.5 0.5
H 5.40557 2.66518 -2.32456 -0.4 -0.5 -0.6
H 5.96296 1.00401 -1.93672 -0.8 -0.6 0.0
C 8.68930 -0.31701 -0.10831 0.4 0.4 -0.3
O 9.80795 0.50126 -0.43545 0.2 -0.7 -0.2
C 9.61336 1.84245 -0.01648 1.2 0.1 -0.5
C 9.71072 2.05195 1.49577 -1.2 -1.0 1.0
N 8.40041 2.36773 2.08658 -0.3 -0.2 -0.8
C 7.68921 3.54520 1.63796 0.8 1.2 1.4
C 8.46243 4.87329 1.89001 -0.7 -0.9 -1.1
O 9.60062 4.93645 1.05536 -0.1 0.2 0.0
C 10.27259 6.17609 1.15782 -0.1 -0.2 -1.2
H 8.77322 -1.33474 -0.48986 0.7 0.1 0.0
H 7.81233 0.07542 -0.63200 -0.3 0.2 0.6
H 8.64389 -0.34385 0.97843 -0.8 -0.1 0.1
H 8.72097 2.17070 -0.55847 -0.2 0.5 0.7
H 10.45736 2.40461 -0.42642 -0.1 -0.2 -0.3
H 10.53945 2.68071 1.82456 -0.2 0.6 -0.5
H 9.96459 1.09489 1.96888 0.1 -0.2 -0.4
H 8.35756 2.23095 3.08204 0.1 0.2 0.1
H 6.79690 3.69149 2.25489 -0.1 -0.4 0.0
H 7.32090 3.50188 0.61482 0.4 -0.2 -0.2
H 8.77293 4.92386 2.93734 -0.2 0.2 0.1
H 7.74172 5.65716 1.61915 0.3 0.4 0.3
H 9.72600 6.97714 0.64205 -0.5 0.1 0.6
H 11.14794 6.10928 0.50774 0.4 -0.3 0.6
H 10.49216 6.40353 2.19954 0.2 0.3 0.0
C -5.55819 -1.97274 0.15806 -0.2 -0.4 1.2
O -6.71345 -2.64091 0.64761 0.0 -0.3 -0.5
C -7.72782 -2.71958 -0.32340 -0.5 -0.5 -0.6
C -8.75360 -3.84072 -0.08664 0.3 0.5 1.3
N -9.82858 -3.34227 0.74798 -0.7 0.5 -0.7
C -10.84838 -4.28004 1.13364 -0.3 -0.2 -0.2
C -11.94923 -3.57425 1.89019 -0.2 -0.6 0.7
O -11.43024 -3.16758 3.13941 0.8 0.5 0.2
C -12.21996 -2.22945 3.82046 -0.6 -0.1 0.0
H -5.07298 -2.56168 -0.62425 0.0 0.2 -0.2
H -4.92524 -1.95660 1.04665 0.4 0.2 -0.3
H -5.77104 -0.94506 -0.15108 0.0 0.0 -0.2
H -7.36466 -2.93768 -1.33745 0.7 0.3 0.2
H -8.22961 -1.74663 -0.35865 -0.3 -0.1 -0.2
H -8.32768 -4.71180 0.43675 0.6 0.0 -0.5
H -9.08776 -4.16820 -1.07263 -0.5 0.0 0.1
H -9.49168 -2.84716 1.56234 0.2 -0.1 0.0
H -10.44984 -5.13627 1.70207 -0.1 0.1 0.3
H -11.34551 -4.74299 0.27168 0.3 0.2 -0.3
H -12.75986 -4.29645 2.08091 -0.1 0.2 -0.1
H -12.35562 -2.71977 1.34024 0.2 0.0 -0.1
H -11.79300 -1.95899 4.78485 0.3 -0.5 0.0
H -13.20514 -2.68614 3.97942 -0.1 0.4 0.1
H -12.32596 -1.27480 3.29084 -0.1 -0.2 -0.3
C -3.20165 4.24658 3.30867 -0.6 -0.4 -0.6
O -3.78671 2.98175 3.55301 0.1 -0.2 0.8
C -3.74530 2.08176 2.46708 -0.5 0.1 -0.6
C -4.60128 2.56810 1.28709 -0.2 -0.2 0.0
N -3.78494 3.09464 0.18732 -0.5 0.3 0.3
C -4.53712 3.43545 -1.01493 0.6 -0.8 -1.2
C -5.20285 2.24604 -1.70069 -0.9 0.0 0.2
O -6.47473 1.96304 -1.12048 0.6 -0.2 0.1
C -7.30113 1.06541 -1.86578 0.5 0.8 0.5
H -2.36013 4.08636 2.62878 0.3 0.5 0.2
H -2.92704 4.72104 4.24685 0.3 -0.3 0.1
H -3.93512 4.92125 2.84796 0.1 0.0 -0.2
H -4.15155 1.12267 2.78978 0.0 0.2 0.5
H -2.71984 1.87761 2.13323 0.1 0.3 0.0
H -5.32285 3.29599 1.68368 0.1 0.2 0.0
H -5.25452 1.77122 0.92638 0.4 -0.1 -0.2
H -3.40447 3.97373 0.52610 0.3 -0.1 -0.1
H -3.80928 3.67766 -1.80019 0.2 0.5 0.4
H -5.20644 4.29696 -0.93125 -0.3 -0.2 0.2
H -4.56257 1.35656 -1.67241 0.2 0.1 0.2
H -5.36872 2.46884 -2.76127 0.1 0.2 0.0
H -8.07515 1.72098 -2.26937 -0.4 -0.7 -0.1
H -7.62923 0.32976 -1.13344 -0.6 0.0 -0.3
H -6.78224 0.54277 -2.67468 0.1 0.1 0.0
C 2.03296 -3.11837 -2.15160 -1.0 -0.2 0.0
C 2.26093 -3.81024 -0.79694 -0.3 0.0 -1.6
C 2.77703 -2.89089 0.25962 -0.2 0.1 0.8
O 1.03282 -4.37729 -0.33543 0.1 0.1 0.3
H 1.42781 -2.21305 -2.03470 0.6 0.4 0.1
H 1.35433 -3.70874 -2.78003 0.3 -0.4 0.0
H 2.94782 -2.98234 -2.72468 0.1 0.4 0.1
H 2.98498 -4.60241 -1.01487 0.1 -0.2 0.4
H 2.06171 -2.10158 0.50816 -0.2 0.0 -0.3
H 3.70531 -2.39668 -0.02116 0.1 -0.2 0.0
H 2.89259 -3.47866 1.17340 0.3 0.2 0.0
H 0.70119 -4.96796 -1.01783 0.0 0.0 0.0
C -1.63696 -1.99323 2.65064 -0.7 0.1 0.7
C -0.91376 -2.75715 3.74568 0.8 0.3 0.6
C 0.60168 -2.51743 3.80351 0.1 -0.2 -0.4
O -1.41709 -2.40586 5.04640 -0.4 -0.1 -0.2
H -2.71335 -1.94911 2.84591 0.0 -0.3 0.2
H -1.56203 -2.43618 1.65918 0.6 0.3 -0.1
H -1.32896 -0.94913 2.75142 0.2 0.0 -0.7
H -1.04188 -3.83969 3.70184 -0.3 0.0 -0.4
H 0.94276 -3.15400 4.61863 0.4 0.0 -0.1
H 0.91965 -1.48799 4.00323 -0.5 0.1 0.2
H 1.13607 -2.75145 2.87914 -0.2 -0.4 0.0
H -0.89924 -1.67045 5.38509 0.0 0.1 0.0
C 6.87733 0.02967 -4.74094 -0.3 1.4 -0.6
C 6.22437 -1.27331 -5.14371 1.2 -0.3 -0.4
C 5.95604 -1.34741 -6.63856 -0.7 0.9 -0.6
O 7.09480 -2.35357 -4.77962 -0.5 -0.4 0.4
H 6.16238 0.85373 -4.85346 -0.1 -0.1 0.2
H 7.67275 0.32484 -5.43465 0.1 -0.4 -0.1
H 7.30324 0.11293 -3.74282 -0.2 -0.5 0.1
H 5.27738 -1.42797 -4.62853 0.1 -0.1 0.3
H 5.40322 -2.24307 -6.91665 0.3 -0.2 0.1
H 6.84164 -1.22182 -7.26547 0.3 -0.4 0.3
H 5.32652 -0.51677 -6.98520 -0.1 0.0 0.4
H 7.99204 -2.14484 -5.05395 0.0 0.1 -0.1
```
Forces are in eV/Å.

Values from the calculation:
Total charge   0
SMILES   COCCNCCOC.COCCNCCOC.COCCNCCOC.COCCNCCOC.CC(C)O.CC(C)O.CC(C)O
Energy relative to the best compared isomer or geometry (same formula, charge and spin)   1.954 eV
HOMO level   -8.381 eV

=====

Here is a molecular structure, CBrFO6S2 in a non-equilibrium geometry from the Open Molecules 2025 dataset. Energies are from ωB97M-V with the def2-TZVPD basis set.

XYZ file:
```
11
Properties=species:S:1:pos:R:3:forces:R:3
C 0.40056 0.27588 -0.36144 -2.9 0.4 1.5
O 2.64106 -0.87801 -0.85868 -1.1 0.1 1.0
O -2.00730 0.80614 1.44922 0.5 0.5 -0.7
O 1.25207 -2.01760 0.84225 -1.3 -1.1 -0.6
O 2.42839 -0.08578 1.45056 -0.5 0.7 -0.6
O -2.52214 -0.40920 -0.58236 -0.4 -2.0 -0.5
O -1.98345 1.87849 -0.85515 0.7 -0.9 1.6
F 0.24339 -0.09603 -1.62555 0.4 0.4 -1.0
S 1.76566 -0.77283 0.33894 2.8 -0.1 0.4
S -1.79890 0.67347 0.00520 0.9 1.2 -0.3
Br 0.87549 2.10037 0.02041 0.9 0.8 -0.6
```
Forces are in eV/Å.

Values from the calculation:
Total charge   -2
Energy relative to the best compared isomer or geometry (same formula, charge and spin)   1.315 eV
HOMO level   -1.763 eV

=====

Here is a molecular structure, C36H98F6N7O16S2Sr in a non-equilibrium geometry from the Open Molecules 2025 dataset. Energies are from ωB97M-V with the def2-TZVPD basis set.

XYZ file:
```
166
Properties=species:S:1:pos:R:3:forces:R:3
Sr 0.46161 -1.39012 -5.95300 -0.5 0.5 0.7
C -1.27242 -1.16545 0.77081 0.8 1.6 0.5
F -1.46026 -2.40816 0.43023 -0.6 -0.7 -0.6
F -2.41484 -0.44292 0.66454 1.2 -1.0 0.4
F -0.80738 -1.20646 2.04970 -0.6 0.8 -1.4
S 0.12260 -0.40809 -0.42086 -0.4 -1.8 -1.9
O 1.07792 0.24157 0.41151 -0.3 0.3 0.0
O 0.61131 -1.59704 -1.14641 -1.0 1.2 0.3
N -0.68065 0.56379 -1.62156 1.4 -1.4 2.1
S -0.55643 2.03557 -1.02986 -0.7 3.9 3.0
O -0.99923 2.22211 0.37298 -0.1 -1.0 -2.4
O 0.68302 2.76096 -1.25368 -0.8 -0.9 -1.3
C -1.96987 2.97071 -2.03505 0.4 -0.7 1.2
F -2.22119 4.17494 -1.50581 0.3 -0.8 -0.1
F -1.62669 3.15667 -3.30890 0.0 -0.2 -0.4
F -3.10562 2.23150 -1.97714 0.6 0.5 -0.3
C 0.13221 1.10705 7.87419 -0.5 0.2 1.4
O 0.50262 1.94199 6.83714 0.7 0.1 -1.7
H 0.93290 0.88504 8.57967 0.3 0.1 0.1
H -0.64911 1.63657 8.41940 -0.4 -0.5 0.4
H -0.22688 0.13419 7.53848 -0.1 0.3 -0.5
H 0.74603 2.82207 7.13348 -0.1 -0.2 0.3
C 0.12668 10.07060 1.45585 -0.7 -0.2 0.6
O -0.72944 10.22509 2.59356 -0.3 0.5 -0.3
H -0.20426 9.27082 0.79333 0.2 -0.5 0.2
H 0.02015 10.94962 0.82018 0.3 0.3 0.4
H 1.12580 9.93096 1.86861 0.3 0.0 -0.7
H -1.02700 9.38666 2.95427 0.2 -0.2 -0.3
C -5.82819 6.96181 6.21340 -2.4 1.5 0.6
C -4.37654 6.85002 6.31428 -0.2 -0.4 0.8
O -3.95541 6.49735 5.07614 2.4 -0.5 -2.9
H -6.17417 7.56875 5.37673 0.6 0.1 -0.4
H -6.21087 7.55591 7.04329 -0.5 -0.6 0.5
H -6.32680 6.00458 6.06108 0.0 -0.1 0.5
H -4.12280 6.05982 7.02090 0.2 0.2 0.6
H -3.88323 7.78462 6.58123 0.0 0.0 0.1
H -4.36984 5.69490 4.75070 -0.1 0.0 0.2
C -8.46390 1.45644 1.46265 0.0 -0.8 0.1
C -9.82698 2.01029 1.24246 -1.2 0.4 -0.9
O -10.33198 2.63663 2.41035 0.4 0.2 0.3
H -8.48941 0.73296 2.27753 0.2 0.4 0.4
H -7.75458 2.26960 1.61673 0.1 -0.3 0.1
H -8.17788 0.82260 0.62328 0.2 0.4 -0.3
H -10.57369 1.29211 0.90374 0.2 -0.7 0.2
H -9.81308 2.67817 0.38116 0.2 0.6 0.1
H -10.90348 3.37470 2.18622 0.0 -0.1 -0.1
C 8.19080 5.99227 -2.82916 -0.7 -0.2 0.4
C 9.17224 6.04384 -3.94886 0.2 0.6 -0.4
O 9.48647 4.75505 -4.50559 0.0 0.8 0.4
H 7.28281 5.53195 -3.21871 -0.1 -0.2 0.2
H 7.90770 6.99723 -2.51609 0.1 0.1 0.0
H 8.52002 5.45331 -1.94077 0.1 -0.1 -0.1
H 10.07796 6.58124 -3.66785 0.3 -0.2 0.2
H 8.72697 6.70294 -4.69412 0.0 -0.4 -0.5
H 10.34937 4.57505 -4.12532 0.0 -0.5 -0.2
C -6.86611 -9.13226 1.72151 0.8 -0.4 0.3
C -7.60031 -9.12121 3.08971 1.0 0.4 -2.3
O -8.53654 -10.17126 2.93797 -0.3 0.5 1.0
H -6.18349 -9.97144 1.58774 0.0 -0.3 0.5
H -6.24123 -8.25937 1.53260 -0.3 0.3 0.1
H -7.56661 -9.28921 0.90129 -0.3 0.5 0.2
H -8.01180 -8.11407 3.15654 -0.8 0.0 0.2
H -6.96296 -9.21363 3.96910 0.3 -0.4 -0.1
H -9.06236 -10.12570 3.73987 -0.4 -0.4 0.0
C -4.56897 -3.84170 8.85225 -0.4 -0.9 1.1
C -5.91520 -3.35436 9.45155 1.7 0.9 -1.5
C -5.61219 -2.06785 10.24038 -0.4 -1.3 1.4
O -4.79962 -2.51742 11.32275 0.7 0.4 0.9
C -4.88170 -1.92442 12.63675 -0.5 -0.8 -1.0
N -6.81923 -3.11860 8.33941 0.1 -0.1 -0.3
H -3.92930 -4.05559 9.70850 0.1 -0.2 0.0
H -3.97214 -3.16132 8.24482 -0.6 0.3 -0.3
H -4.79070 -4.78605 8.35512 0.4 0.1 -0.4
H -6.26138 -4.19424 10.05393 -0.2 0.5 0.4
H -6.57984 -1.68497 10.56465 0.0 0.4 0.3
H -5.04887 -1.31143 9.69395 -0.2 0.0 -0.5
H -4.77016 -0.84046 12.66265 -0.2 0.1 -0.2
H -4.09497 -2.35194 13.25835 0.1 -0.1 -0.3
H -5.83395 -2.26650 13.04209 -0.2 0.5 0.4
H -7.69836 -2.68177 8.57693 0.0 0.1 0.3
H -6.32086 -2.49575 7.71990 -0.3 0.1 -0.4
C -6.01008 -2.75285 -6.34782 -0.6 0.1 1.3
C -4.58706 -2.86161 -5.78637 -0.5 -1.4 -0.2
C -3.99228 -4.33105 -6.02704 -0.7 2.8 -0.3
O -2.66678 -4.37726 -5.55240 0.5 -0.9 0.0
C -2.37721 -5.70363 -5.09658 -0.2 -0.4 0.4
N -3.84790 -1.70494 -6.23393 2.1 0.8 -0.2
H -6.23115 -3.11799 -7.35077 0.5 -0.4 0.1
H -6.31704 -1.70696 -6.34821 0.1 0.1 0.0
H -6.67415 -3.20274 -5.60979 -0.3 -0.4 -0.4
H -4.54810 -2.68246 -4.71190 -0.6 -0.7 0.2
H -4.07656 -4.48478 -7.10285 0.4 -0.4 -0.2
H -4.64325 -5.04897 -5.52813 0.0 0.1 0.2
H -2.94382 -5.92862 -4.19301 0.0 0.2 0.2
H -1.32446 -5.86676 -4.86593 0.1 0.5 -0.1
H -2.67092 -6.48364 -5.79903 0.0 0.2 -0.5
H -3.92768 -1.06522 -5.45643 0.3 0.4 -0.1
H -4.26510 -1.20611 -7.00672 -0.1 -0.3 -0.3
C 1.06001 10.45901 -5.40587 -1.4 1.2 -2.1
C 0.53657 11.57195 -6.48600 2.6 0.0 2.8
C 1.15266 12.97965 -6.06900 -2.2 0.1 -1.0
O 0.56639 14.01202 -6.94991 0.3 -1.0 0.6
C 0.91068 15.30811 -6.46853 0.7 -1.2 0.2
N 0.95417 11.12355 -7.79287 -0.9 0.4 -0.4
H 0.51967 10.52386 -4.46144 0.5 0.2 0.1
H 2.14843 10.50882 -5.37528 -0.1 0.0 0.5
H 0.74622 9.52878 -5.87950 0.2 -0.2 0.2
H -0.53856 11.67294 -6.33766 -0.1 -0.1 -0.6
H 2.23941 13.06319 -6.08039 0.2 -0.3 -0.3
H 0.80275 13.19900 -5.06026 0.1 0.0 0.3
H 1.98988 15.24122 -6.33083 0.3 0.8 0.0
H 0.48986 15.46651 -5.47561 -0.3 0.3 0.0
H 0.63072 16.08856 -7.17607 -0.1 -0.3 0.0
H 0.96487 11.94459 -8.38099 0.1 -0.1 -0.5
H 1.87102 10.70072 -7.81899 0.1 0.1 0.3
C 4.82391 -13.27201 0.90515 -0.2 0.0 -2.2
C 5.74613 -12.12648 1.28371 -1.1 -0.5 1.7
C 4.93883 -11.11530 2.11004 0.5 0.5 -0.5
O 4.48998 -9.99514 1.33460 -1.0 0.4 0.1
C 3.23952 -10.07499 0.62188 0.4 -1.1 -0.3
N 6.68423 -12.70819 2.22738 1.3 -0.1 -0.1
H 3.87445 -12.88669 0.53347 -0.2 0.0 0.2
H 4.64384 -14.05056 1.64645 0.2 0.5 0.4
H 5.22105 -13.78706 0.03045 0.2 -0.3 -0.1
H 6.31476 -11.65126 0.48438 -0.7 0.1 -0.5
H 5.60585 -10.75663 2.89398 0.1 0.7 -0.2
H 4.18603 -11.63766 2.70041 -0.6 0.0 -0.4
H 2.52571 -10.74672 1.09868 -0.1 0.1 0.4
H 3.35679 -10.48169 -0.38259 0.5 -0.4 -0.2
H 2.74770 -9.13242 0.38153 0.5 0.5 0.9
H 7.23352 -13.33584 1.65779 0.1 -0.9 0.1
H 7.39583 -12.01110 2.39410 0.1 0.5 0.6
C 3.38387 3.46877 -9.36622 0.8 -0.2 -0.3
C 3.20075 2.25186 -8.41276 1.3 2.0 0.5
C 4.46076 2.24764 -7.44733 -1.7 -1.4 -0.6
O 4.25346 1.16905 -6.49077 1.0 0.7 -1.0
C 5.41003 0.89870 -5.70094 -0.7 -0.2 1.6
N 1.99033 2.45076 -7.62137 -0.6 -0.7 0.0
H 4.33620 3.41590 -9.89383 0.0 -0.4 -0.3
H 3.50476 4.43302 -8.87256 -0.4 -0.1 0.7
H 2.60339 3.61756 -10.11242 -0.1 -0.4 0.1
H 3.09632 1.32841 -8.98236 0.3 -0.1 0.1
H 4.56428 3.22494 -6.97588 -0.2 0.0 0.3
H 5.35389 2.08612 -8.05093 0.1 -0.2 0.1
H 5.22769 -0.04004 -5.17785 0.1 -0.5 -0.6
H 5.43586 1.52644 -4.81022 0.2 0.9 -0.3
H 6.39851 0.89278 -6.16026 -0.3 0.0 -0.6
H 2.04059 3.39254 -7.25996 0.0 0.2 0.6
H 1.22971 2.52555 -8.28164 -0.3 -0.1 -0.2
C 8.40697 -5.00038 0.47464 0.2 0.7 -1.0
C 8.35945 -4.57733 1.91937 -0.7 0.6 -0.2
C 7.11932 -3.74974 2.36513 0.7 0.3 -1.1
O 7.31253 -3.30027 3.66873 0.0 1.1 1.4
C 6.14443 -2.69756 4.28803 0.5 -0.7 -0.3
N 8.31235 -5.82216 2.64312 0.4 0.2 0.8
H 9.26393 -5.65887 0.33282 0.0 0.1 0.1
H 8.47964 -4.18978 -0.25043 0.1 0.3 0.1
H 7.53300 -5.57047 0.15956 -0.2 -0.1 0.4
H 9.22807 -4.02812 2.28264 0.3 0.2 -0.6
H 6.24960 -4.40466 2.31262 -0.4 -0.1 -0.2
H 6.98733 -2.89682 1.69940 -0.3 0.2 -0.2
H 5.72657 -1.84630 3.75059 -0.2 -0.4 -0.8
H 6.32880 -2.23124 5.25584 0.9 -0.6 0.1
H 5.46866 -3.53901 4.44094 -0.6 0.4 -0.1
H 7.31445 -5.96977 2.59308 -0.2 -1.1 0.7
H 8.51162 -5.43650 3.55507 -0.3 -1.0 1.0
```
Forces are in eV/Å.

Values from the calculation:
Total charge   +1
HOMO level   -9.877 eV

=====

no.,LUMO level (eV),energy (a.u.)
1,0.59,-2354.09208
2,5.68,-3959.80454
3,-7.18,-4443.05758